--- a ---
C7H11N3 | ωB97M-V/def2-TZVPD

Last columns: bonded neighbours and bond lengths (Å).
Element x y z (Å)
1 N 2.205 0.840 -1.951  C2 1.289, H11 0.996, H12 1.006
2 C 1.363 0.810 -0.976  N1 1.289, N3 1.289, C4 1.516
3 N 1.499 1.616 0.021  C2 1.289, H13 0.995, H14 1.003
4 C 0.113 -0.014 -1.214  C2 1.516, N5 1.501, H15 1.094, H16 1.062
5 N -0.630 -0.388 0.034  C4 1.501, C6 1.351, C10 1.371
6 C -0.073 -1.403 0.733  N5 1.351, C7 1.376, H17 1.160
7 C -0.814 -1.924 1.769  C6 1.376, C8 1.415, H18 1.015
8 C -2.007 -1.278 2.172  C7 1.415, C9 1.376, H19 1.126
9 C -2.492 -0.233 1.420  C8 1.376, C10 1.363, H20 1.061
10 C -1.856 0.172 0.285  N5 1.371, C9 1.363, H21 1.084
11 H 2.163 0.076 -2.589  N1 0.996
12 H 3.028 1.414 -1.875  N1 1.006
13 H 0.657 1.782 0.524  N3 0.995
14 H 2.288 2.234 -0.015  N3 1.003
15 H 0.307 -0.825 -1.922  C4 1.094
16 H -0.635 0.405 -1.842  C4 1.062
17 H 0.912 -1.777 0.248  C6 1.160
18 H -0.388 -2.719 2.233  C7 1.015
19 H -2.441 -1.789 3.078  C8 1.126
20 H -3.426 0.074 1.819  C9 1.061
21 H -2.425 0.907 -0.271  C10 1.084

SMILES: NC(=[NH2+])C[n+]1ccccc1
E_HOMO (eV): -18.689
LUMO energy (eV): -8.30
Net charge: +2

Table of Löwdin atomic charges, one value per atom, all in e: N 0.2706; C -0.3381; N 0.2794; C -0.0012; N -0.0537; C 0.0197; C 0.0371; C 0.0529; C 0.0026; C 0.0336; H 0.1484; H 0.1659; H 0.1420; H 0.1638; H 0.1617; H 0.1462; H 0.1960; H 0.1014; H 0.1704; H 0.1353; H 0.1658

=====

--- b ---
C7H11N3 | ωB97M-V/def2-TZVPD

Last columns: bonded neighbours and bond lengths (Å).
Element x y z (Å)
1 C -1.630 -0.385 3.314  C2 1.383, C3 1.383, H11 1.085
2 C -2.092 0.511 2.367  C1 1.383, C4 1.394, H12 1.079
3 C -0.525 -1.176 3.057  C1 1.383, C5 1.393, H13 1.080
4 C -1.399 0.597 1.161  C2 1.394, N8 1.310, H14 1.081
5 C 0.104 -1.027 1.822  C3 1.393, N8 1.311, H15 1.081
6 C 1.177 0.291 -1.432  N9 1.271, N10 1.261
7 C 0.669 0.143 -3.807  N10 1.459, H16 1.089, H17 1.096, H18 1.095
8 N -0.354 -0.163 0.949  C4 1.310, C5 1.311
9 N 2.372 0.540 -1.076  C6 1.271, H19 1.029, H20 1.019
10 N 0.355 0.264 -2.387  C6 1.261, C7 1.459, H21 1.025
11 H -2.138 -0.462 4.270  C1 1.085
12 H -2.950 1.143 2.532  C2 1.079
13 H -0.144 -1.896 3.767  C3 1.080
14 H -1.703 1.291 0.390  C4 1.081
15 H 0.965 -1.627 1.565  C5 1.081
16 H 1.741 0.042 -3.973  C7 1.089
17 H 0.296 1.039 -4.316  C7 1.096
18 H 0.153 -0.724 -4.230  C7 1.095
19 H 2.968 1.244 -1.532  N9 1.029
20 H 2.785 0.105 -0.252  N9 1.019
21 H -0.651 0.252 -2.189  N10 1.025

E_HOMO (spin up / spin down) (eV): -17.755 / -17.713
LUMO energy (spin up / spin down) (eV): -10.04 / -11.54
Net charge: +2

Table of Löwdin atomic charges, one value per atom, all in e: C 0.0087; C 0.0176; C 0.0181; C -0.0712; C -0.0709; C -0.0199; C 0.0273; N 0.1456; N 0.2676; N 0.0769; H 0.1442; H 0.1381; H 0.1390; H 0.1364; H 0.1373; H 0.1138; H 0.1253; H 0.1227; H 0.1880; H 0.1659; H 0.1895

=====

Most stable: a